A molecular structure, C36H45CsN8O3SSb at a distorted geometry, computed with ωB97M-V/def2-TZVPD.

Each line ends with the Löwdin charge.
Element x y z (Å)
Cs  14.87  14.27  9.62  0.87
N  16.33  17.93  8.95  0.00
C  17.41  17.62  7.99  -0.27
C  16.94  17.00  6.65  -0.23
N  16.75  15.57  6.53  -0.18
C  15.94  15.33  5.31  -0.18
C  14.41  15.29  5.64  -0.27
N  13.91  14.24  6.54  -0.04
C  17.93  14.71  6.87  -0.16
C  17.61  13.20  6.83  -0.26
N  17.81  12.57  8.15  -0.01
H  16.70  17.96  9.90  0.07
H  15.74  17.09  9.08  0.00
H  18.32  17.13  8.39  0.10
H  17.86  18.61  7.69  0.11
H  17.70  17.43  5.95  0.11
H  15.97  17.46  6.34  0.12
H  16.28  14.39  4.77  0.13
H  15.97  16.18  4.61  0.11
H  13.79  15.37  4.76  0.09
H  14.17  16.29  6.14  0.12
H  14.24  13.33  6.26  0.05
H  12.91  14.32  6.59  0.07
H  18.09  14.91  7.91  0.09
H  18.74  15.05  6.25  0.10
H  18.30  12.72  6.06  0.11
H  16.58  13.01  6.48  0.09
H  18.78  12.34  8.28  0.06
H  17.17  11.75  8.24  0.06
C  12.54  21.79  7.43  -0.05
C  11.64  20.61  7.33  -0.35
C  11.61  19.87  6.15  -0.06
C  10.70  18.85  6.00  -0.09
C  9.90  18.51  7.08  -0.13
C  9.97  19.28  8.23  -0.44
N  10.87  20.26  8.38  0.08
Sb  8.53  19.03  9.90  1.43
C  9.55  19.62  11.73  -0.46
C  9.01  20.33  12.83  -0.12
C  9.75  20.45  14.02  -0.08
C  11.05  19.99  13.99  -0.04
C  11.55  19.34  12.85  -0.32
C  12.95  18.86  12.73  -0.05
N  10.78  19.17  11.76  0.05
C  7.96  16.94  10.25  -0.46
C  6.70  16.59  10.81  -0.13
C  6.39  15.23  10.83  -0.10
C  7.35  14.28  10.48  -0.03
C  8.64  14.77  10.14  -0.32
C  9.78  13.83  9.89  -0.04
N  8.86  16.06  9.83  0.06
H  12.42  22.39  8.34  0.08
H  12.36  22.47  6.54  0.09
H  13.58  21.45  7.30  0.08
H  12.27  20.12  5.31  0.11
H  10.53  18.41  5.00  0.12
H  9.23  17.70  7.02  0.07
H  8.02  20.68  12.81  0.06
H  9.20  20.84  14.91  0.12
H  11.68  20.19  14.82  0.10
H  13.13  17.92  13.25  0.05
H  13.69  19.68  12.98  0.10
H  13.15  18.65  11.64  0.09
H  5.98  17.31  11.22  0.09
H  5.44  14.90  11.18  0.09
H  7.10  13.21  10.53  0.11
H  9.65  12.79  10.29  0.09
H  10.73  14.29  10.28  0.09
H  9.98  13.71  8.81  0.08
O  15.10  16.33  14.73  -0.17
N  15.89  15.46  14.22  -0.28
C  17.13  15.20  14.72  -0.05
C  17.86  14.08  14.41  -0.10
C  17.31  13.17  13.47  -0.12
C  16.16  13.53  12.82  -0.17
C  15.36  14.66  13.20  -0.77
S  13.85  14.98  12.54  0.43
H  17.40  15.83  15.54  0.11
H  18.80  13.95  14.92  0.08
H  17.78  12.22  13.18  0.10
H  15.75  12.87  12.07  0.06
O  14.88  11.51  7.73  -0.14
C  13.71  11.15  8.14  -0.59
O  13.10  11.75  9.13  -0.18
C  13.13  9.88  7.47  -0.14
C  13.16  9.70  6.10  -0.06
C  12.80  8.50  5.50  -0.09
C  12.30  7.45  6.28  -0.13
C  12.21  7.56  7.66  -0.10
C  12.59  8.82  8.23  -0.02
H  13.51  10.47  5.43  0.10
H  12.89  8.36  4.42  0.09
H  12.09  6.50  5.78  0.09
H  11.77  6.72  8.28  0.11
H  12.37  9.04  9.30  0.12

Output
* highest occupied orbital energy: -3.97 eV
* total charge: -1
* energy: -2721.0616 a.u.
* relative energy (zero: lowest compared OMol25 entry of this formula, charge and spin): 0.995 eV
* Kohn-Sham gap: 0.21281 Ha

---

A molecular structure, C36H45FI2N8O4V at a distorted geometry, computed with ωB97M-V/def2-TZVPD.

Each line ends with the Löwdin charge.
Element x y z (Å)
V  -0.19  0.64  -2.38  1.07
I  -7.90  1.27  -2.88  0.94
C  -5.86  0.83  -2.92  -0.73
C  -5.34  -0.01  -3.90  -0.21
C  -3.99  -0.29  -3.92  -0.62
I  -3.24  -1.49  -5.44  1.05
C  -3.12  0.25  -2.97  -0.38
O  -1.81  -0.03  -2.99  -0.27
C  -3.65  1.10  -2.00  -0.17
C  -2.74  1.68  -0.96  -0.11
N  -1.47  2.20  -1.56  -0.10
C  -1.74  3.31  -2.48  -0.09
C  -0.71  3.38  -3.58  -0.21
C  -0.71  4.44  -4.47  0.02
C  0.29  4.52  -5.42  0.00
C  1.28  3.55  -5.43  -0.02
C  1.20  2.52  -4.53  -0.11
N  0.20  2.40  -3.63  0.03
C  -5.01  1.39  -1.98  -0.10
H  -6.00  -0.43  -4.64  0.09
H  -3.24  2.49  -0.42  0.14
H  -2.45  0.92  -0.23  0.10
H  -0.89  2.53  -0.79  0.14
H  -2.73  3.18  -2.92  0.14
H  -1.75  4.27  -1.95  0.15
H  -1.48  5.20  -4.40  0.14
H  0.31  5.34  -6.13  0.13
H  2.11  3.59  -6.13  0.12
H  1.97  1.77  -4.49  0.09
H  -5.41  2.06  -1.23  0.11
F  -2.99  -0.59  4.03  0.09
C  -1.68  -0.42  3.79  -0.18
C  -1.28  -0.29  2.49  0.09
C  0.06  -0.06  2.17  -0.05
C  0.46  0.16  0.79  -0.26
O  -0.38  0.07  -0.15  -0.07
C  1.85  0.42  0.60  -0.03
C  2.72  0.39  1.66  0.07
N  2.34  0.18  2.93  0.03
C  3.34  0.24  3.99  -0.25
C  4.67  -0.41  3.77  -0.07
C  3.69  -1.02  4.73  -0.08
C  0.99  -0.01  3.22  -0.10
C  0.57  -0.17  4.54  0.07
C  -0.77  -0.37  4.87  -0.12
N  -1.16  -0.52  6.20  -0.07
C  -0.55  0.28  7.25  -0.12
C  -0.14  -0.63  8.41  -0.06
N  -1.15  -1.75  8.51  0.07
C  -2.52  -1.29  8.08  -0.07
C  -2.49  -1.01  6.58  -0.12
C  2.37  0.66  -0.77  -0.55
O  3.51  0.32  -1.08  0.06
O  1.53  1.19  -1.59  -0.13
H  -2.02  -0.33  1.71  0.14
H  3.77  0.55  1.49  0.16
H  3.31  1.17  4.54  0.16
H  5.54  0.10  4.16  0.12
H  4.84  -0.94  2.84  0.11
H  3.89  -0.94  5.79  0.11
H  3.20  -1.93  4.41  0.12
H  1.31  -0.17  5.33  0.11
H  -1.24  1.05  7.60  0.14
H  0.33  0.81  6.89  0.13
H  -0.12  -0.10  9.36  0.14
H  0.83  -1.10  8.24  0.14
H  -1.18  -2.11  9.47  0.19
H  -0.86  -2.53  7.91  0.19
H  -2.74  -0.41  8.67  0.14
H  -3.25  -2.06  8.32  0.15
H  -3.29  -0.30  6.36  0.14
H  -2.70  -1.92  6.03  0.14
N  3.11  -0.43  -3.60  0.21
C  3.17  -1.89  -3.99  -0.25
C  2.46  -2.08  -5.33  -0.08
C  0.93  -1.98  -5.25  -0.34
N  0.48  -0.59  -4.95  0.04
C  0.40  -2.94  -4.19  -0.10
C  1.04  -2.77  -2.82  -0.31
N  0.52  -1.57  -2.10  0.04
C  2.57  -2.76  -2.90  -0.08
H  3.71  0.13  -4.20  0.17
H  3.37  -0.21  -2.60  0.09
H  2.13  -0.14  -3.76  0.07
H  4.23  -2.12  -4.09  0.16
H  2.72  -3.07  -5.70  0.14
H  2.86  -1.37  -6.07  0.13
H  0.53  -2.29  -6.22  0.15
H  -0.54  -0.62  -4.88  -0.01
H  0.66  -0.01  -5.77  0.10
H  0.57  -3.96  -4.52  0.14
H  -0.69  -2.82  -4.11  0.08
H  0.76  -3.64  -2.22  0.15
H  1.00  -1.53  -1.20  0.08
H  -0.44  -1.80  -1.85  0.10
H  2.88  -3.79  -3.12  0.14
H  3.01  -2.51  -1.93  0.13

Output
* highest occupied orbital energy (alpha / beta): -13.57 / -13.60 eV
* total charge: +3
* energy: -3776.4401 a.u.
* relative energy (zero: lowest compared OMol25 entry of this formula, charge and spin): 0.000 eV
* multiplicity: 3
* Kohn-Sham gap (alpha / beta): 0.24105 / 0.24328 Ha